[1]
Density functional theory data (ωB97M-V with the def2-TZVPD basis set) for C8H18F4N2O4S2 as an isolated structure in a non-equilibrium geometry.

Results
E_tot	-52294.480	eV
frontier orbital gap	7.82	eV
charge	0

Atoms and positions in Å:
C: 1.083 -3.749 0.625
C: 0.866 -2.493 -0.213
C: 1.116 -1.242 0.646
C: 0.244 -0.027 0.347
C: 0.959 1.216 0.841
N: -1.059 -0.095 1.088
F: -1.750 1.069 0.781
C: -1.942 -1.228 0.729
C: -3.381 -1.061 1.166
C: -4.225 -2.125 0.458
F: -5.501 -1.664 0.272
H: 0.922 -4.639 0.029
H: 2.091 -3.795 1.019
H: 0.379 -3.799 1.449
H: 1.569 -2.551 -1.032
H: -0.124 -2.535 -0.651
H: 2.122 -0.911 0.443
H: 1.091 -1.514 1.701
H: 0.025 0.071 -0.707
H: 1.140 1.086 1.906
H: 0.417 2.126 0.622
H: 1.914 1.310 0.349
H: -0.883 -0.023 2.096
H: -1.902 -1.355 -0.344
H: -1.522 -2.119 1.180
H: -3.507 -1.177 2.236
H: -3.807 -0.107 0.883
H: -4.205 -3.056 1.019
H: -3.801 -2.320 -0.526
N: 2.087 4.781 -2.526
S: 2.457 4.781 -0.990
O: 3.828 4.550 -0.674
O: 1.477 4.179 -0.138
F: 2.285 6.331 -0.712
S: 2.204 3.369 -3.213
O: 2.175 3.461 -4.633
O: 1.446 2.310 -2.607
F: 3.710 2.946 -2.918

---

[2]
Density functional theory data (ωB97M-V with the def2-TZVPD basis set) for an isolated ion of composition C8H18FN2O2 and charge +1.

Results
SMILES string	COC[C@H]1C[N@@H+]([C@H](C)F)[C@H](N)CO1
E_tot	-18373.348	eV
frontier orbital gap	10.95	eV
charge	+1
relative energy (zero: lowest compared OMol25 entry of this formula, charge and spin)	16.7	kcal/mol

Atoms and positions in Å:
C: 3.026 0.056 -0.003
O: 2.093 0.167 1.062
C: 1.461 -1.042 1.416
C: -0.029 -0.842 1.784
C: -0.658 0.441 1.273
N: -0.971 0.430 -0.207
C: -0.118 1.436 -0.921
C: -0.625 2.844 -0.721
F: -0.142 1.117 -2.247
C: -0.936 -0.968 -0.793
N: -1.804 -0.967 -1.939
C: -1.495 -1.928 0.244
O: -0.751 -2.008 1.433
H: 3.955 -0.400 0.339
H: 2.627 -0.542 -0.828
H: 3.231 1.058 -0.372
H: 1.544 -1.796 0.630
H: 1.955 -1.461 2.295
H: -0.096 -0.764 2.869
H: -1.586 0.643 1.805
H: 0.029 1.253 1.497
H: -1.941 0.729 -0.329
H: 0.902 1.321 -0.567
H: -1.531 2.986 -1.308
H: -0.786 3.076 0.328
H: 0.140 3.525 -1.091
H: 0.103 -1.194 -1.033
H: -1.322 -0.712 -2.788
H: -2.236 -1.872 -2.062
H: -1.499 -2.921 -0.205
H: -2.541 -1.663 0.441

---

[3]
Density functional theory data (ωB97M-V with the def2-TZVPD basis set) for C8H18I2NOOsP2 as an isolated structure in a non-equilibrium geometry.

Results
⟨S²⟩	6.040
E_tot	-49338.563	eV
frontier orbital gap (alpha / beta)	7.22 / 5.60	eV
charge	+3
relative energy (zero: lowest compared OMol25 entry of this formula, charge and spin)	0.0	kcal/mol
2S+1	5

Atoms and positions in Å:
I: 0.707 -1.478 -2.237
I: -2.510 0.791 1.248
Os: 0.573 0.113 -0.034
P: -0.317 1.806 -1.498
C: 1.124 2.856 -1.967
C: -1.040 1.322 -3.123
H: -1.431 2.230 -3.612
H: -1.948 3.665 -1.790
H: -1.861 0.625 -2.917
H: -2.449 2.412 -0.644
H: 1.968 2.223 -2.274
H: -0.281 0.826 -3.746
C: -1.594 3.013 -0.987
H: 0.853 3.539 -2.777
H: -1.225 3.602 -0.147
H: 1.398 3.446 -1.089
P: 0.016 -1.716 1.443
C: 1.572 -2.170 2.283
C: -1.236 -1.798 2.819
H: -1.312 -3.024 -0.091
H: -0.705 -4.030 1.252
H: 0.384 -3.547 -0.097
C: -0.447 -3.237 0.541
H: -2.208 -1.481 2.386
H: -1.343 -2.815 3.243
H: 1.416 -3.039 2.934
H: 1.902 -1.314 2.883
H: -0.954 -1.071 3.591
H: 2.331 -2.390 1.526
C: 2.412 0.128 0.059
O: 3.575 -0.003 0.122
N: 0.996 2.518 1.878
C: 0.807 1.570 1.202

---

> What is the charge in the first record?

0